C34H38CoF5N2O6PS2 | wB97M-V/def2-TZVPD

Its expectation value of S² is 3.759. The net charge is -2. The HOMO-LUMO gap (alpha / beta) comes out at 6.88 / 6.88 eV. As for the spin multiplicity: 4. For the HOMO energy (alpha / beta), the calculation gives -0.096 / -0.096 Eh.

Atoms and positions in Å:
Co (-1.34399, -0.56129, 1.44734)
S (4.70883, -0.90913, 2.97902)
S (1.93048, -1.04399, 1.03473)
P (3.80267, -0.45418, 1.32481)
F (-4.44335, -0.87101, 1.85363)
F (-6.01497, -3.00809, 1.40879)
F (-2.11363, -5.73329, 1.10001)
F (-4.86975, -5.52489, 1.09226)
F (-0.61205, -3.54768, 1.51840)
O (-1.25567, -0.81669, -0.52555)
O (4.81392, -1.04655, 0.09881)
O (-2.18860, 1.15162, 1.41132)
O (-2.76530, -2.41813, -1.30712)
O (-2.54574, 3.34417, 1.73910)
O (4.03601, 1.16241, 0.95321)
N (-1.04098, -0.20050, 3.41374)
N (-2.28408, -0.00632, 3.95542)
C (-2.33898, 0.21419, -3.30489)
C (-0.76953, -1.58970, -3.69156)
C (0.87469, 2.21875, -1.41015)
C (-1.14294, 0.09716, -5.42623)
C (-0.24212, -0.59397, 4.42441)
C (-1.97792, -1.46845, -1.42800)
C (3.86063, 2.53473, 2.97546)
C (3.59819, -1.89344, -1.90631)
C (1.25405, -0.58448, 4.42159)
C (-2.73238, -4.56492, 1.36447)
C (-0.40182, 4.23630, -1.78644)
C (3.28854, 2.26560, 1.58365)
C (5.59579, -0.29069, -2.06548)
C (3.50182, 3.42585, 0.63025)
C (-2.50341, -2.19287, 1.62822)
C (-1.17486, 3.95087, -0.68833)
C (-4.67219, -3.19110, 1.51827)
C (-0.10068, -2.88304, -3.27692)
C (-1.95131, -3.42867, 1.52213)
C (-3.86295, -2.07451, 1.66241)
C (-1.70319, -0.94363, -2.84773)
C (4.31918, -0.70096, -1.32668)
C (0.10083, 1.93731, -0.28272)
C (-1.95366, 2.43640, 1.14912)
C (-4.10995, -4.45151, 1.38805)
C (-2.31787, -0.33716, 5.26442)
C (-1.01266, -0.75297, 5.58813)
C (-3.41131, 0.88847, -2.45563)
C (-2.02979, 0.73598, -4.56097)
C (0.60466, 3.36855, -2.19242)
C (-0.81166, 0.65565, -6.77365)
C (-0.51245, -1.06187, -4.96613)
C (-3.55324, -0.43307, 6.11670)
C (-0.99391, 2.74659, 0.01353)
H (3.22412, 3.31101, 3.40184)
H (-2.52318, 1.64577, -4.87644)
H (3.22425, -1.65280, -2.92016)
H (0.14579, -1.59845, -5.64849)
H (-1.70183, 0.62680, -7.43868)
H (2.75298, 4.21371, 0.87295)
H (-0.65331, -1.10654, 6.54163)
H (2.75003, -2.17517, -1.25671)
H (4.52903, 3.80655, 0.77024)
H (6.31911, -1.13091, -2.01694)
H (4.32916, -2.72677, -1.98615)
H (-0.00027, 0.05785, -7.21575)
H (-4.26280, 0.20463, -2.36762)
H (6.04289, 0.59482, -1.61183)
H (-3.78938, 1.79424, -2.93118)
H (0.36023, 1.08690, 0.36636)
H (-0.44932, 1.71145, -6.72206)
H (0.45640, -2.71452, -2.35441)
H (-2.97637, 0.53093, 3.41516)
H (3.35994, 3.11553, -0.40677)
H (5.39806, -0.07615, -3.13601)
H (1.61248, -0.05255, 5.33643)
H (0.56422, -3.23927, -4.08804)
H (1.18782, 3.57149, -3.09275)
H (1.66347, 1.53300, -1.69553)
H (1.67597, -0.05915, 3.56402)
H (-1.92217, 4.64767, -0.36181)
H (1.69169, -1.60326, 4.48895)
H (-0.85134, -3.69034, -3.06889)
H (3.64789, 0.16971, -1.21765)
H (-4.30757, 0.32059, 5.80066)
H (-4.00430, -1.44554, 6.00084)
H (-0.60811, 5.13299, -2.36693)
H (3.83308, 1.64968, 3.62769)
H (-3.30416, -0.29319, 7.19381)
H (-3.04709, 1.12340, -1.44060)
H (2.19598, 2.02782, 1.63211)
H (4.90522, 2.89617, 2.85025)

Atoms 1-6, force components in eV/Å:
0.332 -0.428 -0.977
0.195 -0.167 0.588
0.237 0.382 -0.099
1.118 0.197 -1.569
-0.320 0.174 -0.124
0.051 -0.464 0.162


C23H29N3O7 | wB97M-V/def2-TZVPD

The SMILES is CCOC(=O)[C@H](C)Oc1cccc2c(=O)n(CC(=O)N3CCN(C(=O)OCC)CC3)ccc12. The calculation puts the relative energy (zero: lowest compared OMol25 entry of this formula, charge and spin) at 5.2 kcal/mol. The net charge is 0. The HOMO-LUMO gap comes out at 8.57 eV. For the HOMO energy, the calculation gives -0.291 Eh.

Atoms and positions in Å:
O (-2.34779, -2.01453, -1.62650)
O (-3.91483, 2.01187, 2.28660)
O (4.83758, 0.99813, 0.23538)
O (-1.74317, 2.14266, -2.00079)
O (5.93074, -0.93070, -0.13026)
O (2.69559, -0.24003, 1.16931)
O (-2.58727, -2.58738, 0.55220)
N (-4.59405, 1.22892, 0.29401)
N (-1.53007, 2.13831, 0.24945)
N (-4.08489, -1.22917, -0.40469)
C (-4.62017, -0.43947, -1.48713)
C (5.80787, 1.73013, -0.51808)
C (5.01300, -0.31301, 0.34322)
C (7.01405, 2.08984, 0.33605)
C (2.08287, 0.02375, -0.02109)
C (-4.77025, -1.11541, 0.86742)
C (-1.08982, 1.80902, -1.01912)
C (3.91551, -0.94649, 1.20885)
C (-1.42924, -3.41336, 0.45044)
C (-2.94637, -1.94009, -0.58004)
C (-0.13877, -2.60817, 0.47839)
C (-5.45422, 0.25677, 0.93682)
C (0.16155, 1.06656, -1.08461)
C (1.83966, 0.00281, -2.42077)
C (-0.85646, 1.78335, 1.38416)
C (-4.52765, 1.06229, -1.14450)
C (3.76957, -2.44359, 0.93660)
C (0.30593, 1.10365, 1.34596)
C (0.85921, 0.72931, 0.08562)
C (-3.81682, 2.00613, 1.07186)
C (0.65669, 0.69351, -2.33809)
C (2.55515, -0.32824, -1.26993)
C (-2.76550, 2.88977, 0.39309)
H (7.52795, 1.18585, 0.65394)
H (-0.08315, -1.97269, -0.40180)
H (-1.49632, -4.08386, 1.31012)
H (-4.03321, -0.65918, -2.37949)
H (3.48691, -0.86150, -1.38130)
H (-3.06685, 3.24531, -0.59244)
H (6.69959, 2.64722, 1.21502)
H (-2.58898, 3.74343, 1.05422)
H (-1.48694, -3.99117, -0.47797)
H (-5.65934, -0.73883, -1.66230)
H (-6.41841, 0.24729, 0.42268)
H (4.75784, -2.89253, 0.89523)
H (7.70094, 2.69895, -0.24422)
H (2.23182, -0.29304, -3.38175)
H (-5.36566, 1.59578, -1.61060)
H (-1.32858, 2.07802, 2.30923)
H (3.19241, -2.90692, 1.73202)
H (5.28162, 2.62330, -0.85990)
H (-5.50938, -1.91854, 0.97975)
H (-3.59822, 1.46414, -1.54479)
H (-4.03331, -1.20841, 1.66719)
H (-0.09678, -1.98428, 1.36811)
H (3.26332, -2.61913, -0.00837)
H (0.08890, 0.95918, -3.21517)
H (4.25591, -0.80914, 2.24633)
H (0.70815, -3.28830, 0.47802)
H (-5.60085, 0.55589, 1.97522)
H (6.11718, 1.12566, -1.37687)
H (0.82580, 0.84039, 2.25002)

Atoms 1-6, force components in eV/Å:
0.373 -0.107 -0.315
0.154 0.075 0.408
-0.174 0.102 0.252
0.204 0.010 -0.235
0.037 -0.003 -0.023
-0.217 0.117 -0.036


C18H43ClN6O4 | wB97M-V/def2-TZVPD

The calculation puts the relative energy (zero: lowest compared OMol25 entry of this formula, charge and spin) at 672.4 kcal/mol. The net charge is +4. The HOMO-LUMO gap comes out at 9.12 eV. For the HOMO energy, the calculation gives -0.772 Eh.

Atoms and positions in Å:
Cl (-1.29306, 0.56675, 0.54718)
O (-0.66602, 1.94488, -3.57840)
O (-0.01941, 4.43656, -1.05355)
O (-1.71255, -4.53221, 0.24134)
O (-2.96965, 1.61754, 3.49553)
N (-0.82215, 0.68458, 2.95042)
N (-1.45608, -2.27186, 1.13793)
N (-1.46163, 3.07659, 0.26974)
N (1.71908, -0.48983, 0.80872)
N (-1.30882, -0.27838, -2.98685)
N (3.13278, -2.09670, -0.01392)
C (-1.78582, 4.34825, 1.04363)
C (0.61266, 0.42885, 0.96572)
C (2.75200, -0.65928, 1.69548)
C (-1.12183, -0.56020, 3.78134)
C (-0.59132, 0.78535, -3.83727)
C (-2.21595, -1.54420, -0.03097)
C (4.19698, -2.49079, -2.23073)
C (-1.82554, 1.84143, 3.18171)
C (-1.77429, 0.22616, -1.61958)
C (3.70148, -3.07371, -0.85660)
C (-1.29774, 3.24355, 2.95716)
C (0.58519, -3.72451, 0.18529)
C (3.51618, -1.74227, 1.28642)
C (0.32147, 0.36994, -4.90615)
C (-0.36043, 3.36105, -0.74830)
C (-0.91204, -3.60572, 0.57004)
C (2.03261, -1.31234, -0.29172)
C (0.30912, 2.21498, -1.50405)
H (4.68325, -3.28908, -0.43487)
H (5.25297, -2.39926, -2.48492)
H (2.70620, -0.08599, 2.60962)
H (-0.23819, 0.11013, 1.56789)
H (1.43557, -1.39302, -1.18807)
H (0.90188, -4.76674, 0.14582)
H (1.06658, 1.07645, -5.27186)
H (-0.60705, -0.98228, -2.80760)
H (-0.51760, 1.70954, -2.00322)
H (0.94814, 1.38891, 1.35794)
H (0.11332, 0.49316, -0.00104)
H (-1.92506, 5.09162, 0.25870)
H (-0.71101, -1.69417, 1.50020)
H (-0.85712, 0.48836, 1.96028)
H (0.90940, -0.53250, -4.73863)
H (-2.15494, -0.70469, -1.19922)
H (3.78006, -1.48500, -2.28234)
H (-0.95786, 0.60891, -1.00718)
H (-0.24052, -1.19772, 3.85170)
H (1.14056, -3.13686, 0.91626)
H (2.99306, -3.90080, -0.90285)
H (-1.55870, -0.34796, 4.75715)
H (-0.82942, 3.19770, 1.97397)
H (-0.19583, 0.17743, -5.84607)
H (-2.70719, 4.40292, 1.62344)
H (-2.10536, -2.51844, 1.87124)
H (-2.61164, -0.65107, 0.45262)
H (0.77720, -3.32903, -0.81213)
H (-0.45148, 3.51873, 3.58663)
H (-0.86682, 4.61012, 1.56801)
H (-1.81082, -1.10856, 3.13893)
H (0.12129, 1.00366, 3.11834)
H (-2.07292, 4.00697, 3.02346)
H (-2.49666, 1.03567, -1.72430)
H (-1.45431, -1.26033, -0.75720)
H (-3.09192, -2.15792, -0.24102)
H (3.70208, -3.11511, -2.97463)
H (-2.35627, 2.83223, -0.13029)
H (-1.97459, -0.78766, -3.55032)
H (-1.14630, 2.30692, 0.84271)
H (0.97523, 2.66546, -2.23989)
H (0.82628, 1.48825, -0.87757)
H (4.32126, -2.13344, 1.89076)

Atoms 1-6, force components in eV/Å:
-16.344 4.294 0.508
-2.435 -1.185 -1.440
-0.921 1.563 1.020
3.320 5.530 2.403
2.606 -0.620 -0.954
-0.843 1.136 7.752


C3H14NO4 | wB97M-V/def2-TZVPD

The calculation puts the relative energy (zero: lowest compared OMol25 entry of this formula, charge and spin) at 48.7 kcal/mol. The net charge is -1. The HOMO-LUMO gap comes out at 8.34 eV. For the HOMO energy, the calculation gives -0.168 Eh.

Atoms and positions in Å:
O (-2.50921, 0.31448, 2.20889)
O (-1.01753, 2.20203, 1.57277)
O (-1.22180, -1.41084, 0.87854)
O (0.93170, -2.47814, -0.45244)
N (1.37850, 1.13780, -1.13808)
C (1.51100, -1.24395, -0.18036)
C (1.79842, -0.32230, -1.41480)
C (-0.04861, 1.20378, -1.53741)
H (1.13036, -0.58512, -2.24060)
H (2.78728, -0.40844, -1.76805)
H (1.46176, 1.35981, -0.14840)
H (-1.87457, 1.78281, 1.87433)
H (-1.80837, -0.65090, 1.33413)
H (-2.08628, 0.19718, 3.06084)
H (-0.65495, 0.31704, -1.35902)
H (-0.35091, 1.53017, 1.69163)
H (-0.02926, -2.40753, -0.57622)
H (2.50476, -1.49074, 0.19711)
H (-0.72620, 1.88187, -1.00973)
H (0.86512, -0.60828, 0.53087)
H (-1.99355, -1.99229, 1.02298)
H (-0.04767, 1.67158, -2.54697)

Atoms 1-6, force components in eV/Å:
-0.700 -0.333 -0.106
0.164 1.704 -0.224
-1.840 -0.339 0.153
-0.162 -0.837 -0.680
-0.225 -1.514 -0.303
-0.258 1.597 -0.038